[1]
Formula: C2H3BrO2
Source: the Open Molecules 2025 dataset
Level of theory: ωB97M-V/def2-TZVPD

Calculated values
HOMO-LUMO gap: 0.416 Ha
SMILES: C=C1OO1.Br
E_LUMO: 0.80 eV

Structure (ORCA input):
```
! wB97M-V def2-TZVPD RIJCOSX def2/J DEFGRID3
* xyz 0 1
C -1.77730 0.60957 -0.14726
C -0.82721 -0.23103 -0.01861
O 0.48309 -0.54574 0.01673
O -0.50906 -1.57253 -0.12793
H -1.53376 1.58076 0.09840
H -2.76045 0.18294 -0.40809
Br 3.62957 0.57567 -0.05497
H 3.29512 -0.59964 0.64173
*
```

***

[2]
Formula: C13H42N4O8
Source: the Open Molecules 2025 dataset
Level of theory: ωB97M-V/def2-TZVPD

Calculated values
HOMO-LUMO gap: 0.311 Ha
SMILES: NC(N)=O.NC(N)=O.CCO.CCO.CCO.CCO.CCO.CO
E_LUMO: 0.08 eV

Structure (ORCA input):
```
! wB97M-V def2-TZVPD RIJCOSX def2/J DEFGRID3
* xyz 0 1
N 7.78113 -5.85002 -19.39966
C 7.13817 -4.77014 -19.79537
N 6.73979 -3.93102 -18.81692
O 7.05260 -4.50755 -21.16418
H 8.31468 -6.16256 -20.26244
H 7.96783 -6.28479 -18.48372
H 6.14703 -3.17476 -19.07927
H 6.78223 -4.28025 -17.84178
N 9.13816 -1.02774 -24.07680
C 8.67106 -2.11545 -23.76304
N 8.90947 -2.37157 -22.52623
O 8.11514 -2.91697 -24.73069
H 8.83964 -0.77611 -25.00011
H 9.74549 -0.44740 -23.49890
H 8.67526 -3.29699 -22.31220
H 8.67266 -1.67625 -21.82971
C 6.52308 1.88855 -24.08840
C 5.38889 1.00876 -24.43586
O 4.41055 1.30548 -23.49281
H 6.56797 2.12991 -23.02131
H 6.55785 2.89260 -24.63642
H 7.43660 1.31892 -24.35691
H 5.76667 0.02379 -24.29411
H 5.09405 1.01529 -25.51926
H 4.23187 2.25193 -23.49290
C 12.63527 -1.15887 -22.98453
C 11.99133 -0.13035 -22.02982
O 11.03181 0.65218 -22.75464
H 13.03324 -0.80541 -23.93878
H 12.05422 -1.99764 -23.20933
H 13.51977 -1.55241 -22.56149
H 12.74419 0.59178 -21.62726
H 11.45627 -0.59425 -21.21460
H 10.82116 1.48542 -22.30927
C 8.15820 1.52027 -20.75495
C 8.98035 0.60521 -19.93530
O 8.69473 -0.73917 -20.22878
H 8.13878 2.46857 -20.26929
H 7.14511 1.26491 -20.97476
H 8.61871 1.54819 -21.76209
H 8.79828 0.75916 -18.91064
H 9.98542 0.88691 -20.01274
H 8.96174 -1.22668 -19.43483
C 8.85222 -6.49266 -23.67559
C 9.88832 -6.76365 -22.60997
O 9.12998 -7.06475 -21.48120
H 8.31683 -7.36865 -23.98121
H 9.49699 -6.20686 -24.51330
H 8.27828 -5.66923 -23.47117
H 10.55275 -5.88673 -22.49912
H 10.58818 -7.60818 -22.72275
H 9.67962 -7.53559 -20.81027
C 3.71276 -4.22187 -23.37036
C 4.93262 -4.05569 -24.27739
O 5.34061 -2.74325 -24.43388
H 2.73902 -4.04500 -23.89146
H 3.84004 -3.71017 -22.39505
H 3.60696 -5.27622 -23.13975
H 4.76367 -4.53456 -25.28820
H 5.73173 -4.66883 -23.86846
H 6.32277 -2.80247 -24.61246
C 5.63274 -1.54128 -21.37162
O 5.81899 -0.89571 -20.07613
H 5.60032 -2.58091 -21.40764
H 6.59601 -1.25158 -21.79104
H 4.85248 -1.07400 -22.03965
H 6.79314 -0.73507 -20.02659
*
```

***

[3]
Formula: C4H11F4N3O7P2
Source: the Open Molecules 2025 dataset
Level of theory: ωB97M-V/def2-TZVPD

Calculated values
HOMO-LUMO gap: 0.346 Ha
E_LUMO: -0.59 eV

Structure (ORCA input):
```
! wB97M-V def2-TZVPD RIJCOSX def2/J DEFGRID3
* xyz 0 1
N -0.12968 -2.15245 0.23142
C -0.14851 -2.07646 -1.26867
N 1.17091 -2.54230 -1.75870
N -1.28900 -2.90466 -1.70174
C -0.34227 -0.48267 -1.59704
O -0.98921 0.09547 -0.44055
P -0.82309 1.76372 -0.36406
O -1.94113 2.48748 -1.11311
O -0.77146 2.29127 1.24592
C -1.77146 1.70224 2.04846
F -2.21137 2.72381 2.91681
F -2.90559 1.29967 1.34969
C -1.21802 0.55080 3.03060
F 0.17805 0.39061 2.90727
F -1.89634 -0.65741 2.88140
O 0.63517 2.33431 -1.08359
P 1.96905 2.15944 -0.03835
O 2.04165 3.26365 1.00797
O 3.40415 2.29643 -0.95341
O 2.03238 0.59983 0.63967
H 0.71781 -1.68702 0.56604
H -0.19518 -3.12521 0.53982
H 1.86953 -2.58052 -1.01577
H 1.51193 -2.00210 -2.55869
H -2.11374 -2.29008 -1.70831
H -1.11991 -3.31109 -2.62694
H 0.69915 -0.08913 -1.80052
H -0.97224 -0.42588 -2.54587
H -1.37964 0.88152 4.10785
H 3.95659 1.50769 -0.77468
H 2.03147 -0.02097 -0.12293
*
```

***

[4]
Formula: C64H68N12O3
Source: the Open Molecules 2025 dataset
Level of theory: ωB97M-V/def2-TZVPD

Calculated values
HOMO-LUMO gap: 0.272 Ha
SMILES: CCCCNc1ccc(CCO)c2c1C(=O)NC2=O.c1ccncc1.c1ccncc1.c1ccncc1.c1ccncc1.c1ccncc1.c1ccncc1.c1ccncc1.c1ccncc1.c1ccncc1.c1ccncc1
E_LUMO: -0.30 eV

Structure (ORCA input):
```
! wB97M-V def2-TZVPD RIJCOSX def2/J DEFGRID3
* xyz 0 1
C 1.06644 -3.85397 -0.02826
C 0.12923 -2.71315 0.60800
C 0.43598 -1.30732 -0.17304
C -1.01184 -0.65564 -0.48319
N -1.66414 -1.25686 -1.71332
C -3.06750 -1.48514 -1.35434
C -3.95327 -0.21225 -1.06891
C -5.43731 -0.38411 -0.65116
C -5.99058 -1.86101 -0.53815
C -7.51560 -2.03215 -0.05760
C -7.48300 -1.85327 1.56726
O -6.18809 -2.37164 2.03621
C -5.13144 -3.09942 -0.85061
C -3.64368 -2.91401 -1.27007
C -2.99867 -4.34461 -1.49660
O -1.87854 -4.69700 -1.93552
N -4.11159 -5.23240 -1.07627
C -5.44716 -4.65565 -0.83929
O -6.53470 -5.28230 -0.71199
H 1.28388 -4.64969 0.77224
H 1.99684 -3.44360 -0.55337
H 0.45112 -4.38065 -0.85786
H 0.22257 -2.59508 1.74210
H -0.95840 -2.99607 0.38494
H 1.04681 -1.51170 -1.11474
H 0.97964 -0.62727 0.57721
H -1.00933 0.48825 -0.48597
H -1.69299 -0.96452 0.40335
H -1.20800 -2.15271 -1.95717
H -3.50493 0.84680 -1.13441
H -6.10405 0.52253 -0.43089
H -8.10425 -1.14791 -0.47762
H -7.96454 -3.03542 -0.35615
H -7.46812 -0.73161 1.82144
H -8.32034 -2.43512 2.07779
H -6.32767 -2.95668 2.81668
H -3.84743 -6.05368 -0.51401
C 1.65892 3.05674 -4.44009
C 0.32764 2.66535 -4.43286
C -0.21767 2.22000 -3.23932
N 0.46822 2.14127 -2.08775
C 1.75469 2.52424 -2.12242
C 2.39087 2.98708 -3.26259
H 2.12206 3.41254 -5.35437
H -0.27298 2.70563 -5.33306
H -1.25496 1.90606 -3.18054
H 2.28571 2.44807 -1.17844
H 3.43218 3.28497 -3.23171
C 3.88882 -5.96081 4.94335
C 3.70072 -6.67285 3.76853
C 2.95590 -6.08576 2.75858
N 2.40014 -4.86617 2.85050
C 2.59652 -4.19954 3.99889
C 3.32787 -4.69765 5.06541
H 4.46696 -6.38630 5.75603
H 4.12307 -7.66043 3.64001
H 2.78355 -6.60212 1.81926
H 2.13550 -3.21788 4.04779
H 3.45525 -4.11345 5.96843
C -6.44021 1.14712 4.05256
C -6.77069 1.66477 5.29701
C -6.12621 1.15300 6.41178
N -5.20129 0.18096 6.35988
C -4.90147 -0.30336 5.14376
C -5.48611 0.14297 3.96943
H -6.92192 1.52265 3.15561
H -7.51157 2.44819 5.39885
H -6.34786 1.52727 7.40608
H -4.15281 -1.08919 5.13113
H -5.20376 -0.28352 3.01479
C -4.71306 5.89985 -2.33492
C -3.82456 5.35915 -1.41649
C -3.28183 4.11259 -1.68561
N -3.56857 3.39320 -2.78362
C -4.43275 3.93931 -3.65490
C -5.02593 5.17937 -3.47913
H -5.15802 6.87412 -2.16070
H -3.55903 5.89355 -0.51274
H -2.57953 3.64891 -0.99967
H -4.64810 3.33627 -4.53139
H -5.71499 5.57180 -4.21688
C -3.85491 10.43504 -5.48332
C -3.17115 9.35799 -4.93817
C -3.67593 8.77652 -3.78641
N -4.78867 9.19704 -3.16272
C -5.43002 10.24203 -3.71017
C -5.00880 10.88914 -4.86032
H -3.49208 10.91636 -6.38502
H -2.26699 8.97831 -5.39736
H -3.17894 7.93000 -3.32391
H -6.32424 10.56221 -3.18484
H -5.56752 11.72681 -5.25874
C 7.78382 1.58111 -0.55335
C 7.56224 2.93111 -0.32357
C 6.47165 3.52975 -0.93305
N 5.61475 2.87849 -1.73965
C 5.85453 1.57323 -1.94561
C 6.91449 0.88412 -1.37963
H 8.62637 1.07678 -0.09283
H 8.22147 3.50565 0.31509
H 6.25483 4.58247 -0.78087
H 5.14963 1.07224 -2.60184
H 7.05734 -0.17032 -1.58006
C 9.09678 -9.04301 4.00412
C 8.95571 -8.02212 4.93306
C 7.70702 -7.43984 5.08246
N 6.62349 -7.80324 4.37730
C 6.78873 -8.79271 3.48387
C 7.99339 -9.44019 3.26292
H 10.05632 -9.52393 3.85898
H 9.79613 -7.68637 5.52786
H 7.54556 -6.63987 5.79821
H 5.89787 -9.06523 2.92599
H 8.06802 -10.23395 2.52992
C -9.34289 4.17195 -0.32324
C -8.08240 4.43317 -0.84114
C -7.13441 3.42417 -0.79833
N -7.36280 2.20592 -0.28038
C -8.59032 1.98005 0.21561
C -9.60676 2.92084 0.21643
H -10.11246 4.93602 -0.33969
H -7.84172 5.39846 -1.26881
H -6.13518 3.57885 -1.19362
H -8.74656 0.98834 0.62963
H -10.57935 2.68267 0.62858
C 11.86240 -8.07764 -0.71690
C 12.53774 -9.15624 -0.16458
C 12.02264 -9.73302 0.98484
N 10.90730 -9.30704 1.60065
C 10.27436 -8.26007 1.04587
C 10.70651 -7.61746 -0.10303
H 12.23350 -7.59992 -1.61715
H 13.44345 -9.54069 -0.61677
H 12.51324 -10.58073 1.45222
H 9.37814 -7.93451 1.56391
H 10.15416 -6.77834 -0.50718
C 3.74151 6.53048 -0.13389
C 3.55579 5.81765 -1.30961
C 2.81105 6.40393 -2.32048
N 2.25382 7.62244 -2.22806
C 2.44752 8.28968 -1.07914
C 3.17835 7.79300 -0.01208
H 4.31951 6.10614 0.68031
H 3.98008 4.82903 -1.43846
H 2.64051 5.88782 -3.25951
H 1.98463 9.27029 -1.03070
H 3.30368 8.37724 0.89114
*
```

***

[5]
Formula: C35H42BBrF3N2O6SSi
Source: the Open Molecules 2025 dataset
Level of theory: ωB97M-V/def2-TZVPD

Calculated values
HOMO-LUMO gap: 0.190 Ha
E_LUMO: 0.51 eV

Structure (ORCA input):
```
! wB97M-V def2-TZVPD RIJCOSX def2/J DEFGRID3
* xyz -1 1
C -2.26260 -1.24189 2.20122
C -3.68343 -1.13097 1.59230
S -3.80876 -1.43416 -0.19094
C -3.38345 0.14174 -1.08316
C -2.31126 0.86032 -0.30761
C -2.70323 1.85539 0.58842
B -4.22281 2.31259 0.79608
O -4.77717 2.34382 2.07106
N -5.11253 2.68044 -0.30914
C -6.36102 1.87082 -0.26949
C -5.55916 4.09055 -0.19096
C -1.72034 2.51562 1.36363
C -2.01601 3.62119 2.36385
C -1.99677 5.02140 1.75159
F -0.99810 3.60327 3.34223
C -0.40022 2.17478 1.17347
C 0.03109 1.22299 0.27494
C -0.94565 0.55937 -0.45832
C -0.43128 -0.50550 -1.38123
O -1.20462 -1.33456 -1.81919
C 1.06673 -0.69794 -1.64600
C 1.45624 -1.56793 -2.65314
Br 0.30733 -2.49743 -3.85455
C 2.79836 -1.77832 -2.85761
C 3.79063 -1.20657 -2.09640
C 5.19628 -1.58478 -2.57215
N 5.80527 -0.44538 -3.29283
C 7.20841 -0.19219 -2.96907
C 3.43966 -0.33614 -1.03945
C 4.58681 0.21892 -0.19245
F 5.33016 1.06762 -1.01677
F 4.33613 0.96198 0.91000
C 5.59848 -0.84427 0.35063
C 5.04442 -2.26500 0.58283
Si 3.57187 -2.51634 1.75526
C 4.04696 -3.88515 2.99796
C 3.03802 -1.04062 2.78268
C 2.16888 -3.27847 0.72325
C 0.81556 -3.06777 1.01624
C -0.19540 -3.59148 0.23259
C 0.08706 -4.35818 -0.87889
C 1.41979 -4.61339 -1.17504
C 2.42359 -4.08683 -0.38575
C 2.05391 -0.05399 -0.87837
C 1.53126 0.98309 0.09520
O 2.18263 1.85548 0.63452
H -1.67873 -0.32405 2.05069
H -1.71608 -2.12288 1.85108
H -2.38847 -1.31888 3.29604
H -4.09879 -0.17213 1.92566
H -4.29006 -1.89930 2.09229
H -4.30684 0.70798 -1.21455
H -3.06572 -0.15527 -2.08670
H -4.16616 1.89138 2.66831
H -7.06770 2.35881 -0.97755
H -6.22290 0.83719 -0.61778
H -6.86689 1.88140 0.70856
H -6.06826 4.34227 -1.13398
H -4.74373 4.79899 0.00400
H -6.35553 4.16511 0.57261
H -2.95410 3.51039 2.91123
H -2.58091 5.09152 0.82483
H -2.43457 5.75022 2.44867
H -0.97756 5.36930 1.53657
H 0.36836 2.69439 1.74447
H 3.08954 -2.43402 -3.67694
H 5.10848 -2.38236 -3.33026
H 5.86884 -1.99198 -1.81504
H 5.23060 0.37976 -3.23671
H 7.67697 -0.97154 -2.35766
H 7.33233 0.79753 -2.50324
H 7.79364 -0.14237 -3.90480
H 6.43951 -0.85872 -0.35709
H 6.05436 -0.49599 1.28579
H 4.80962 -2.81132 -0.33893
H 5.87340 -2.85410 1.01845
H 4.69238 -3.50659 3.80152
H 3.15010 -4.38898 3.37776
H 4.60586 -4.63148 2.40803
H 2.31799 -0.36473 2.29798
H 3.90621 -0.40363 3.01365
H 2.59567 -1.34252 3.74232
H 0.57835 -2.46358 1.89532
H -1.23745 -3.40529 0.49337
H -0.66808 -4.78775 -1.53367
H 1.68638 -5.21923 -2.04182
H 3.44201 -4.33944 -0.69449
C -8.98086 4.02016 -2.08687
O -9.82798 4.90991 -2.32972
O -7.95483 3.97342 -3.05834
O -8.90002 3.20354 -1.16014
H -8.31009 4.69870 -3.59434
*
```

***

[6]
Formula: C6H10O
Source: the Open Molecules 2025 dataset
Level of theory: ωB97M-V/def2-TZVPD

Calculated values
HOMO-LUMO gap (alpha / beta): 0.283 / 0.283 Ha
E_LUMO (alpha / beta): -0.35 / -0.35 eV

Structure (ORCA input):
```
! wB97M-V def2-TZVPD RIJCOSX def2/J DEFGRID3
* xyz 0 1
C 1.88967 0.40250 -0.74746
C 0.61219 -0.09850 -0.19298
C 0.21707 -1.35980 0.44136
C -1.20985 -1.15693 -0.12079
C -0.80345 0.30409 -0.44522
C -0.96714 1.29649 0.74649
O -0.15756 0.84324 1.74187
H 2.75790 0.03162 -0.19772
H 1.99402 0.07043 -1.79244
H 1.89480 1.49545 -0.76379
H 0.79545 -2.27822 0.31355
H 0.14497 -0.97256 1.49674
H -2.01568 -1.26716 0.60786
H -1.42448 -1.75732 -1.00825
H -1.07963 0.73276 -1.41237
H -2.03222 1.45723 1.02035
H -0.61608 2.25668 0.31279
*
```

***

[7]
Formula: C13H33ClIIrN4P2
Source: the Open Molecules 2025 dataset
Level of theory: ωB97M-V/def2-TZVPD

Calculated values
HOMO-LUMO gap (alpha / beta): 0.230 / 0.160 Ha
E_LUMO (alpha / beta): -11.70 / -13.89 eV

Structure (ORCA input):
```
! wB97M-V def2-TZVPD RIJCOSX def2/J DEFGRID3
* xyz 3 6
C 0.77242 -1.29196 1.32969
I -1.85960 -0.24441 -1.94148
H 1.79924 -1.26048 0.95215
H 0.40611 -2.24410 1.73153
H 0.93833 -0.74179 2.28645
Ir -0.47222 0.60293 0.72293
P 0.22502 -2.04629 -1.19508
C -1.09931 -3.34895 -1.16924
C 0.76031 -1.93868 -2.95952
H 1.13989 -2.91013 -3.29192
H 1.89031 -3.84581 -1.28235
H 1.56788 -1.21083 -3.03417
H 2.61177 -2.30782 -0.74165
H -2.03862 -2.89790 -1.49876
H -0.05694 -1.60666 -3.60558
C 1.73506 -2.96174 -0.65252
H -0.84688 -4.18549 -1.83322
H 1.67764 -3.28116 0.39396
H -1.23815 -3.73450 -0.15318
P 0.06693 2.59974 0.83772
C -1.29706 3.34464 1.71473
C 1.57011 2.54815 1.81366
H 1.15273 3.03133 -1.27682
H 0.30337 4.43049 -0.49365
H -0.63016 3.17452 -1.41980
C 0.24230 3.37437 -0.77289
H 2.42657 2.20388 1.22533
H 1.66941 3.59138 2.10382
H -0.96181 4.37593 1.84292
H -1.46548 2.87003 2.69178
H 1.44183 1.89833 2.68945
H -2.22269 3.32507 1.12146
Cl 1.49167 0.51250 -0.90949
C -2.52615 -1.79522 1.31472
N -2.16656 -0.28733 1.47984
C -1.95425 -0.07988 2.93764
N -3.17771 -0.30122 3.74421
C -3.52665 -1.76789 3.51661
N -3.73769 -2.07409 2.05648
C -4.88684 -1.22904 1.63523
N -4.54409 0.20462 1.76327
C -3.39445 0.45388 0.99087
C -4.33632 0.51525 3.18808
H -1.69859 -2.41730 1.69028
H -2.71383 -2.02284 0.27265
H -1.57668 0.94899 3.07284
H -1.20525 -0.81419 3.30365
H -4.48431 -1.97272 4.04991
H -2.68570 -2.36653 3.91693
H -5.13410 -1.44157 0.60214
H -5.74095 -1.47310 2.30109
H -3.10840 1.52545 0.94702
H -3.60934 0.09739 -0.03273
H -5.21935 0.19778 3.76780
H -4.11029 1.57860 3.34662
*
```

***

DFT total energy across the listed records, respectively: -2802.322160, -1341.318692, -1932.270394, -3362.109774, -5506.147701, -309.698678, -2277.751963 a.u..